(1)
This record from the OMol25 dataset describes the ion C8H13N2O3S with charge +1 at a distorted geometry. The level of theory is ωB97M-V/def2-TZVPD.

Output
E_LUMO (alpha / beta) in Eh: -0.182 / -0.190
Largest force on an atom in eV Å⁻¹: 3.77
Total energy in eV: -28453.2045
ΔE to the lowest compared entry with this formula, charge and spin in kJ/mol: 294.0
Frontier orbital gap (alpha / beta) in eV: 7.003 / 6.535

Geometry as ORCA input:
```
! RIJCOSX wB97M-V def2-TZVPD def2/J DEFGRID3
* xyz 1 1
S 0.62 0.83 1.16
O 0.70 1.87 -2.52
O -0.86 0.59 -1.03
O 1.60 3.03 -0.80
N 0.55 -2.13 1.97
N 1.38 -0.47 3.29
C -1.91 -1.13 0.51
C -2.18 0.12 -0.36
C 0.97 -0.84 2.05
C -0.72 -1.91 -0.06
C 0.00 1.28 -0.34
C 0.85 2.20 -1.21
C -0.17 -2.74 0.99
C 1.49 2.68 -3.37
H 1.74 2.10 -4.39
H -2.82 0.09 -1.32
H 0.96 -2.77 2.68
H -1.79 -0.69 1.48
H 2.24 0.06 3.43
H -2.54 0.93 0.19
H 0.82 3.48 -3.72
H -0.24 -3.82 1.00
H -2.66 -1.88 0.61
H 0.00 -1.28 -0.47
H 2.34 3.03 -2.84
H 0.66 -0.27 4.00
H -1.02 -2.36 -0.95
*
```

Mulliken population analysis, charges in e, atoms 1 to 5: 0.036 -0.260 -0.328 -0.531 0.016



(2)
This record from the OMol25 dataset describes the ion C8H13N2O3Si with charge -1 at a distorted geometry. The level of theory is ωB97M-V/def2-TZVPD.

Output
E_LUMO in Eh: 0.133
Largest force on an atom in eV Å⁻¹: 3.64
Total energy in eV: -25508.6907
ΔE to the lowest compared entry with this formula, charge and spin in kJ/mol: 0.0
Frontier orbital gap in eV: 6.342

Geometry as ORCA input:
```
! RIJCOSX wB97M-V def2-TZVPD def2/J DEFGRID3
* xyz -1 1
Si 0.87 -0.09 -1.75
O 2.03 0.68 -0.84
O -0.73 3.12 0.23
O -0.01 -1.20 -0.80
N -1.85 1.19 0.99
N -0.20 0.95 -0.51
C -2.76 1.48 2.03
C -0.69 -0.27 -0.12
C -1.71 -0.15 0.74
C -2.90 0.02 2.71
C 3.37 0.89 -1.09
C 1.82 -1.35 -2.80
C -0.87 1.92 0.23
C -2.68 -0.93 1.58
H 2.12 -2.09 -2.15
H 3.68 0.54 -2.00
H 2.63 -0.81 -3.27
H -2.22 -0.14 3.52
H -2.31 2.15 2.82
H -2.06 -1.86 1.80
H -3.62 -1.15 1.03
H -3.78 1.87 1.66
H -3.88 0.01 3.17
H 0.20 0.48 -2.81
H 3.99 0.78 -0.21
H 3.67 1.96 -1.18
H 1.26 -1.74 -3.72
*
```

Mulliken population analysis, charges in e, atoms 1 to 5: 0.556 -0.332 -0.772 -0.635 0.273



(3)
This record from the OMol25 dataset describes a cluster of 2 separate species, C8H13N2O7P in total at a distorted geometry. The level of theory is ωB97M-V/def2-TZVPD.

Output
E_LUMO in Eh: -0.090
Largest force on an atom in eV Å⁻¹: 6.76
Total energy in eV: -35102.8977
Frontier orbital gap in eV: 6.249

Geometry as ORCA input:
```
! RIJCOSX wB97M-V def2-TZVPD def2/J DEFGRID3
* xyz 0 1
P -3.47 -2.45 -0.39
O 1.07 2.75 2.52
O -4.07 -2.96 0.86
O -4.18 -2.94 -1.74
O -3.49 -0.86 -0.57
O 0.61 1.01 1.05
O -1.94 -2.85 -0.64
O 6.41 2.08 0.38
N 5.19 3.65 -0.72
N 5.18 2.64 0.13
C -3.15 -0.04 0.54
C 3.94 4.25 -1.01
C 2.55 3.85 -0.36
C 4.10 2.03 0.86
C 1.36 2.10 1.44
C 2.66 2.64 0.67
C -1.00 -2.59 0.38
C -4.20 -4.33 -1.99
H -1.47 -2.42 1.35
H -0.32 -3.44 0.47
H -4.64 -4.50 -2.98
H -3.18 -4.73 -1.99
H -4.80 -4.85 -1.24
H 1.56 4.37 -0.59
H 6.69 2.49 1.24
H -0.42 -1.71 0.11
H 3.89 5.11 -1.78
H 4.28 1.13 1.57
H -2.06 0.06 0.60
H -3.54 -0.45 1.47
H -3.58 0.95 0.38
*
```

Mulliken population analysis, charges in e, atoms 1 to 5: 1.094 -0.569 -0.665 -0.339 -0.311